Molecular formula: C19H37F6N4O3S
Method: DFT, ωB97M-V/def2-TZVPD

The geometry in XYZ format:
```
70
Properties=species:S:1:pos:R:3:forces:R:3:mulliken_charge:R:1
C 4.518 -1.362 3.192 -0.7 0.1 0.7 -1.0595
C 3.421 -2.252 2.446 0.7 -0.3 0.3 -0.3542
C 3.154 -1.857 0.925 -0.6 0.2 0.5 -0.2841
C 2.853 -0.273 0.712 2.6 -0.6 -0.4 -0.6582
N 1.640 0.016 -0.081 0.7 0.7 1.5 0.1682
C 0.375 0.230 0.627 -1.7 -0.4 -2.2 -0.5348
C 0.393 -0.304 2.114 0.6 -0.2 0.5 -1.0302
N -0.873 -0.285 2.883 0.0 0.4 0.3 -0.3621
C -0.316 1.725 0.627 -0.1 1.9 1.3 -1.5543
S 0.614 3.155 -0.086 6.0 1.3 -3.3 1.4232
O 2.095 3.120 0.216 -4.4 -0.6 0.5 -0.6722
O 0.418 3.367 -1.551 -1.4 -1.0 3.4 -0.6190
C 0.002 4.737 0.747 -1.3 1.0 0.4 0.6370
F -1.314 4.941 0.248 2.1 -0.6 1.4 -0.2673
F 0.019 4.645 2.143 -0.3 0.0 -2.9 -0.2379
C 0.841 6.033 0.290 1.3 2.7 -0.1 0.5816
F 0.817 6.247 -1.078 0.0 -1.0 2.8 -0.1873
F 0.256 7.172 0.880 0.9 -2.7 -1.1 -0.2322
F 2.158 6.015 0.727 -2.8 -0.5 -0.9 -0.1898
N -1.692 1.733 -0.041 -1.4 0.7 1.2 0.1531
C -2.113 0.281 -0.064 -0.4 -2.3 0.6 -2.1260
C -3.441 -0.151 -0.840 -0.7 1.9 -0.3 -0.3009
C -4.701 0.505 -0.043 0.4 -1.6 -0.9 -0.4290
C -5.251 -0.638 0.920 0.0 0.7 0.6 -0.1440
F -6.107 -0.043 1.917 1.1 -0.9 -1.4 -0.3358
C -0.693 -0.405 -0.456 -3.3 -0.3 0.5 2.8205
C -0.995 -1.968 -0.394 0.5 -1.1 0.5 -1.9611
N -1.596 -2.425 0.919 -0.2 0.2 -1.3 -0.3823
C -0.511 0.084 -1.983 0.9 0.1 -0.8 -0.6099
C -0.226 -1.066 -3.052 0.1 0.4 -0.7 -1.0962
C 1.169 -1.822 -2.918 -0.1 -0.1 -1.0 0.0852
O 1.790 -1.818 -4.246 -0.7 -1.1 0.9 -0.4292
C 1.901 -3.161 -4.775 0.4 0.3 -0.7 -0.5517
H 5.480 -1.205 2.614 -1.2 -0.3 0.6 0.2796
H 4.733 -1.855 4.205 -0.1 0.7 -1.5 0.3617
H 4.074 -0.336 3.457 0.7 -1.3 -0.5 0.2541
H 3.790 -3.336 2.487 -0.6 1.4 -0.2 0.4262
H 2.479 -2.224 3.100 1.2 0.0 -1.1 0.0988
H 2.243 -2.431 0.560 1.0 0.6 0.4 0.0108
H 4.027 -2.201 0.267 -1.2 0.7 1.0 0.4407
H 3.736 0.057 0.049 -1.4 -0.2 1.0 0.4292
H 3.002 0.332 1.664 -0.5 -0.8 -1.1 0.3300
H 1.911 0.760 -0.728 -0.6 -0.3 0.3 0.6573
H 0.716 -1.404 2.073 -0.2 1.7 0.0 -0.0754
H 1.135 0.330 2.726 -0.5 -1.0 -1.4 0.3696
H -0.636 -0.411 3.883 -0.2 0.0 -0.9 0.3584
H -1.379 0.606 2.855 0.5 -0.2 0.0 0.1481
H -0.600 2.155 1.657 1.1 -1.0 -1.1 0.7730
H -1.826 2.330 -0.876 0.7 -0.6 -0.2 0.6300
H -2.317 2.169 0.667 0.3 0.0 -0.8 0.6615
H -2.484 0.153 1.015 1.3 -0.4 -1.2 0.5131
H -3.484 0.243 -1.917 0.3 -0.8 1.5 0.3146
H -3.632 -1.267 -0.859 0.8 1.3 0.0 0.2982
H -5.484 0.734 -0.836 0.9 0.1 1.4 0.3808
H -4.338 1.431 0.501 -0.9 -1.0 -0.4 0.1581
H -4.416 -1.182 1.487 -1.0 0.9 -0.7 0.0990
H -5.839 -1.424 0.339 0.6 1.2 0.7 0.3233
H -0.032 -2.582 -0.507 -1.3 1.1 -0.3 0.4228
H -1.772 -2.283 -1.178 1.7 0.8 0.5 0.1524
H -2.615 -2.359 0.761 0.7 -0.2 0.6 0.2212
H -1.405 -3.432 1.014 -0.1 0.6 0.0 0.3240
H -1.422 0.657 -2.388 1.1 -0.9 0.9 0.3774
H 0.337 0.848 -2.119 -1.1 -1.2 0.4 0.3039
H -1.072 -1.834 -3.152 1.1 1.2 0.4 0.2403
H -0.207 -0.541 -4.075 0.1 -0.7 1.5 0.5331
H 0.948 -2.903 -2.634 0.6 1.4 0.0 0.3816
H 1.926 -1.339 -2.231 -1.2 -0.6 -0.5 -0.1982
H 0.919 -3.718 -4.635 1.3 0.4 -0.2 0.2607
H 2.788 -3.670 -4.273 -1.3 0.3 -0.7 0.2440
H 2.112 -3.046 -5.896 -0.3 -0.3 1.7 0.2370
```
Forces are in eV/Å.

Summary:
* gap between HOMO and LUMO: 8.523 eV
* SMILES string: CCCCN[C@@]1(CN)[C@@H](S(=O)(=O)C(F)(F)C(F)(F)F)[NH2+][C@@H](CCCF)[C@@]1(CN)CCCOC
* E_tot: -2187.7776 Ha
* net charge: +1
* LUMO level: -3.4 eV
* relative energy (zero: lowest compared OMol25 entry of this formula, charge and spin): 88.5 kcal per mole